An isolated molecule of C6H6. Source: the Open Molecules 2025 dataset; level of theory: wB97M-V/def2-TZVPD.

Output
- F_max: 0.00961 hartree/bohr
- Charge: 0
- Calculated total energy: -231.9495 a.u.
- HOMO: -0.287 Eh

Atoms and positions in Å:
C: 0.1533 -2.2510 2.0932
C: 0.1377 -1.1668 1.5697
C: 0.1094 0.1607 0.9443
C: -0.5282 0.1557 -0.4262
C: -0.1975 1.0694 -1.3925
C: 0.3990 1.7102 -2.3320
H: 0.1717 -3.2089 2.5651
H: 1.1337 0.5428 0.8603
H: -0.4245 0.8529 1.6111
H: 0.1788 0.1125 -1.9668
H: -1.2843 -0.5910 -0.6498
H: 0.1509 2.6135 -2.8763